A molecular structure, C30H32MgN3Sb, computed with the ωB97M-V functional and the def2-TZVPD basis.

Each line ends with the natural charge from an NBO analysis.
Atoms and positions in Å:
Mg  0.40250  -0.07742  -0.16570  1.68
C  -0.94065  -1.82311  2.24738  -0.68
C  -0.08883  -0.76853  2.87518  0.28
C  -0.06309  -0.65816  4.26734  -0.24
C  0.72902  0.28258  4.88103  -0.15
C  1.50091  1.11281  4.08082  -0.29
C  1.43087  0.96297  2.70686  -0.08
N  0.65173  0.04928  2.10180  -0.57
Sb  2.70170  2.26632  1.56687  1.02
C  3.53215  0.77392  0.25219  -0.08
C  4.87381  0.45487  0.41574  -0.28
C  5.46940  -0.39490  -0.50321  -0.15
C  4.72431  -0.84016  -1.57587  -0.24
C  3.38626  -0.47495  -1.68385  0.27
C  2.56267  -0.87834  -2.86557  -0.67
N  2.79351  0.28023  -0.74755  -0.54
C  1.25128  3.01660  0.16628  -0.08
C  1.10064  4.39495  0.12111  -0.28
C  0.30039  4.94633  -0.86871  -0.15
C  -0.26623  4.10736  -1.80266  -0.24
C  -0.07623  2.73106  -1.70264  0.27
C  -0.64754  1.80909  -2.73341  -0.66
N  0.63536  2.19914  -0.69892  -0.55
H  -1.61264  -2.24385  2.99442  0.21
H  -0.31581  -2.61872  1.84027  0.26
H  -1.52257  -1.41676  1.42005  0.28
H  -0.67875  -1.32781  4.85190  0.22
H  0.75102  0.37001  5.95986  0.22
H  2.14686  1.86753  4.50975  0.22
H  5.43819  0.87459  1.23871  0.22
H  6.50719  -0.68435  -0.39648  0.22
H  5.16689  -1.47122  -2.33459  0.22
H  3.13237  -1.51222  -3.54296  0.22
H  2.24130  0.01266  -3.40846  0.22
H  1.67707  -1.42230  -2.53427  0.27
H  1.61505  5.02163  0.83810  0.22
H  0.14965  6.01692  -0.92558  0.22
H  -0.85304  4.50326  -2.62071  0.22
H  -0.76991  2.32937  -3.68318  0.22
H  -1.60892  1.42367  -2.39199  0.28
H  0.00354  0.94718  -2.88254  0.22
C  -5.05484  -0.81600  -0.65484  -0.59
C  -4.39405  0.51236  -0.26431  -0.13
C  -4.87887  0.93192  1.12969  -0.59
C  -4.78154  1.59274  -1.28291  -0.59
C  -2.92879  0.35288  -0.24865  -0.19
C  -1.71527  0.22730  -0.23126  -0.65
H  -6.14266  -0.71046  -0.66998  0.20
H  -4.79022  -1.59852  0.05718  0.21
H  -4.72107  -1.13346  -1.64334  0.21
H  -5.96504  1.05459  1.13460  0.20
H  -4.41860  1.87532  1.42596  0.21
H  -4.61085  0.17670  1.86964  0.21
H  -5.86580  1.72890  -1.30205  0.20
H  -4.45299  1.31084  -2.28475  0.21
H  -4.31594  2.54533  -1.02467  0.21
C  1.21094  -4.99893  -0.53220  -0.25
C  0.08960  -4.41181  -1.10319  -0.23
C  -0.08463  -3.03290  -1.03661  -0.26
C  0.84049  -2.17258  -0.42244  -0.63
C  1.95621  -2.81232  0.14006  -0.22
C  2.14713  -4.19069  0.09807  -0.24
H  1.34995  -6.07280  -0.57043  0.20
H  -0.65316  -5.03206  -1.59346  0.20
H  -0.98995  -2.61084  -1.46863  0.20
H  2.71583  -2.22086  0.65284  0.17
H  3.02263  -4.63623  0.55884  0.20

Summary:
E, eV: -48081.035
Orbital gap, eV: 7.64
LUMO, Ha: 0.0022
Relative energy (zero: lowest compared OMol25 entry of this formula, charge and spin), kJ/mol: 0.00
E_HOMO, eV: -7.5761
Largest force on an atom, eV/A: 0.17

2 unconnected molecules or ions with the total composition C30H32N2O3S, computed with the ωB97M-V functional and the def2-TZVPD basis.

Each line ends with the natural charge from an NBO analysis.
Atoms and positions in Å:
C  0.93884  -3.49963  1.24743  -0.41
N  2.23363  -2.85602  1.08499  -0.29
C  2.50542  -1.53168  0.97935  0.38
C  1.44892  -0.51007  1.00782  0.40
C  0.16349  -0.82843  0.39800  -0.42
C  -0.93019  -0.13378  0.81855  -0.09
C  -2.18433  -0.79121  1.16185  0.00
C  -2.85313  -0.38810  2.34303  -0.20
C  -3.98033  -1.07655  2.78968  -0.21
C  -4.48941  -2.14215  2.03039  -0.22
C  -3.83563  -2.55462  0.86719  -0.21
C  -2.66946  -1.90842  0.44511  -0.22
O  1.60424  0.58781  1.60480  -0.62
N  3.85893  -1.39867  0.95540  -0.29
C  4.65229  -0.11462  0.99466  0.15
C  6.12038  -0.44163  0.79458  -0.63
C  4.44846  0.54405  2.35578  -0.64
C  4.17365  0.80333  -0.12026  -0.63
C  4.41913  -2.66275  0.97764  -0.05
C  3.41720  -3.56725  1.04074  -0.05
H  1.13046  -4.51414  1.61687  0.21
H  0.31356  -2.97020  1.97704  0.25
H  0.39258  -3.58598  0.29804  0.23
H  0.12243  -1.61401  -0.35961  0.20
H  -0.80518  0.89459  1.17215  0.27
H  -2.40577  0.42354  2.91709  0.23
H  -4.45482  -0.77049  3.72321  0.22
H  -5.39716  -2.65913  2.36845  0.22
H  -4.24602  -3.38619  0.28393  0.22
H  -2.12548  -2.27633  -0.42719  0.21
H  6.29301  -0.95235  -0.16114  0.22
H  6.68937  0.49684  0.77133  0.24
H  6.52039  -1.04298  1.61965  0.21
H  3.40205  0.84005  2.47956  0.28
H  4.73598  -0.14524  3.16001  0.20
H  5.07281  1.44648  2.41726  0.22
H  3.16544  1.17304  0.08254  0.27
H  4.83472  1.68008  -0.18638  0.23
H  4.18581  0.28276  -1.08782  0.21
H  5.48160  -2.82561  0.95416  0.25
H  3.45514  -4.64391  1.08578  0.24
C  -6.36248  0.05603  -2.25179  -0.21
C  -5.81563  0.95245  -3.17913  -0.23
C  -4.67305  1.69754  -2.85240  -0.20
C  -4.13293  1.60465  -1.56211  -0.22
S  -2.70093  2.59557  -1.02791  2.15
C  -1.34004  1.51853  -1.16229  -0.68
C  -0.05943  2.05751  -1.50065  -0.06
C  0.94150  1.26413  -2.13412  -0.25
C  2.13564  1.83146  -2.58413  -0.21
C  2.42045  3.18523  -2.34983  -0.27
C  1.50026  3.95208  -1.61384  -0.22
C  0.29109  3.40592  -1.19165  -0.16
O  -2.67962  3.67638  -1.98757  -0.95
O  -2.94463  2.87225  0.37363  -0.97
C  -4.68480  0.71473  -0.64382  -0.23
C  -5.78201  -0.07511  -0.98360  -0.21
H  -7.24210  -0.54453  -2.50953  0.21
H  -6.27593  1.05361  -4.16654  0.21
H  -4.21814  2.35562  -3.59113  0.24
H  -1.63189  0.53041  -1.49515  0.23
H  0.72762  0.20295  -2.30593  0.20
H  2.84987  1.21996  -3.13445  0.20
H  3.36317  3.62402  -2.69004  0.21
H  1.72395  4.99760  -1.39984  0.21
H  -0.40929  4.02578  -0.62116  0.22
H  -4.23352  0.64045  0.34432  0.24
H  -6.17018  -0.79572  -0.26100  0.21

Summary:
E, eV: -51583.261
Orbital gap, eV: 4.98
LUMO, Ha: -0.0342
E_HOMO, eV: -5.9162
Largest force on an atom, eV/A: 3.87